Record 1
{
  "formula": "C2H3NOS",
  "method": "the ωB97M-V functional and the def2-TZVPD basis",
  "elements": ["C", "C", "N", "O", "S", "H", "H", "H"],
  "positions_angstrom": [[-0.653, 0.156, 0.034], [0.505, -0.858, 0.034], [-0.105, 1.373, 0.059], [-1.881, 0.056, 0.032], [1.937, 0.195, 0.063], [0.387, -1.607, 0.787], [0.332, -1.582, -0.913], [-0.521, 2.268, -0.097]],
  "atomic_forces_ev_per_a": [[-2.036, 0.574, 0.121], [-1.645, -2.362, -2.651], [3.874, -1.764, 0.279], [1.913, -0.781, -0.111], [-2.863, 1.785, -0.156], [0.212, 0.026, 1.149], [0.745, 2.049, 1.525], [-0.200, 0.473, -0.156]],
  "mulliken_charge": [0.511, -0.311, -0.401, -0.566, -0.030, 0.320, 0.258, 0.218],
  "homo_lumo_gap_ha": [0.2643, 0.2643],
  "e_lumo_ha": [-0.091, -0.091],
  "homo_ev": [-9.662, -9.664]
}

***

Record 2
{
  "formula": "C6H12N",
  "method": "the ωB97M-V functional and the def2-TZVPD basis",
  "elements": ["C", "C", "C", "C", "C", "C", "N", "H", "H", "H", "H", "H", "H", "H", "H", "H", "H", "H", "H"],
  "positions_angstrom": [[-4.111, -0.153, 0.252], [2.139, -0.608, -1.738], [1.543, 0.009, -0.683], [0.064, 0.307, -0.516], [1.881, 0.143, 1.826], [2.325, 0.445, 0.458], [-3.029, 0.256, -0.420], [-4.107, -1.109, 0.797], [-3.831, 0.569, -1.064], [1.657, -1.159, -2.523], [3.213, -0.683, -1.676], [-0.346, 0.302, -1.533], [-0.479, -0.494, 0.004], [2.397, 0.588, 2.686], [0.829, 0.441, 1.857], [3.393, 0.577, 0.343], [-5.106, 0.245, 0.076], [1.815, -0.949, 1.958], [-0.250, 1.274, -0.106]],
  "atomic_forces_ev_per_a": [[2.549, -1.674, -0.340], [0.827, 0.434, 1.422], [-0.894, 2.172, 1.477], [-0.730, -1.069, -1.446], [-1.289, 1.424, 0.072], [0.990, -3.486, -0.609], [-5.600, -0.883, 0.301], [0.311, 0.709, 0.902], [2.915, 1.747, -0.780], [-0.471, 0.063, -0.132], [0.293, -0.017, -0.364], [-0.178, -0.032, 0.243], [0.192, 0.283, -0.014], [0.245, -0.116, -0.617], [-0.132, -0.061, 0.410], [0.229, 0.598, -0.309], [-0.207, 0.106, -0.061], [0.301, 0.022, -0.320], [0.648, -0.222, 0.163]],
  "mulliken_charge": [-0.372, -0.837, 1.088, -1.431, -0.991, -0.126, -0.382, 0.223, 0.259, 0.340, 0.281, 0.439, 0.381, 0.361, 0.358, 0.384, 0.263, 0.329, 0.434],
  "homo_lumo_gap_ha": 0.2274,
  "e_lumo_ha": -0.251,
  "charge": 1,
  "homo_ev": -13.015
}

***

Record 3
{
  "formula": "C9H16BaOP",
  "method": "the ωB97M-V functional and the def2-TZVPD basis",
  "elements": ["C", "C", "C", "C", "C", "Ba", "P", "H", "H", "H", "H", "H", "H", "H", "H", "C", "C", "C", "O", "C", "H", "H", "H", "H", "H", "H", "H", "H"],
  "positions_angstrom": [[0.545, 0.568, -3.429], [-0.602, -0.220, -3.779], [-0.323, -1.580, -3.455], [0.994, -1.647, -2.939], [1.540, -0.320, -2.884], [1.276, 1.424, 0.210], [-0.439, 3.891, -0.635], [0.662, 1.653, -3.560], [-1.525, 0.142, -4.231], [-1.008, -2.421, -3.593], [2.577, -0.047, -2.622], [1.517, -2.562, -2.656], [-1.513, 4.305, 0.226], [-0.984, 4.499, -1.826], [0.477, 4.967, -0.328], [-0.332, -0.770, 3.796], [-0.469, -2.024, 2.901], [-0.052, -1.611, 1.491], [0.273, -0.156, 1.593], [-0.194, 0.429, 2.865], [-1.160, -0.651, 4.499], [0.583, -0.844, 4.393], [-1.475, -2.452, 2.926], [0.215, -2.806, 3.252], [0.863, -2.121, 1.155], [-0.832, -1.711, 0.723], [-1.159, 0.903, 2.672], [0.547, 1.161, 3.234]],
  "atomic_forces_ev_per_a": [[-0.166, -0.644, 0.315], [0.783, -0.010, 0.522], [0.363, 0.695, -0.065], [0.013, 0.515, 0.227], [-0.624, -0.069, -0.318], [1.294, 0.427, -1.519], [-0.671, 1.372, -0.219], [-0.074, -0.505, -0.062], [0.226, 0.001, 0.166], [0.277, 0.268, 0.003], [-0.587, -0.211, -0.192], [-0.130, 0.279, -0.013], [0.592, -0.104, -0.337], [0.082, -0.139, 0.168], [-0.463, -0.404, 0.001], [0.385, -0.158, 0.192], [0.086, -0.278, 0.275], [0.175, 1.076, 0.050], [-0.777, -1.693, 1.433], [-0.243, -1.028, -0.234], [0.002, -0.002, -0.186], [-0.109, -0.072, -0.064], [0.077, 0.227, -0.085], [-0.185, 0.124, 0.016], [-0.339, 0.335, 0.052], [0.191, 0.007, 0.282], [0.123, 0.191, 0.000], [-0.302, -0.200, -0.408]],
  "mulliken_charge": [-0.584, -0.548, -0.449, -0.596, -0.894, -1.081, -0.344, 0.492, 0.387, 0.383, 0.582, 0.378, 0.091, 0.066, 0.110, -0.706, -0.399, -0.503, 0.072, 0.765, 0.323, 0.255, 0.319, 0.277, 0.195, 0.185, 0.082, 0.142],
  "homo_lumo_gap_ha": 0.1126,
  "e_lumo_ha": 0.088,
  "charge": -1,
  "homo_ev": -0.680
}

***

Record 4
{
  "formula": "C37H36N2O2",
  "method": "the ωB97M-V functional and the def2-TZVPD basis",
  "elements": ["C", "N", "C", "O", "C", "C", "C", "C", "C", "C", "C", "C", "N", "C", "C", "C", "C", "C", "C", "C", "C", "C", "C", "C", "C", "C", "C", "C", "C", "C", "C", "H", "H", "H", "H", "H", "H", "H", "H", "H", "H", "H", "H", "H", "H", "H", "H", "H", "H", "H", "H", "H", "H", "H", "H", "H", "H", "H", "C", "C", "C", "C", "C", "C", "C", "C", "C", "O", "H", "H", "H", "H", "H", "H", "H", "H", "H"],
  "positions_angstrom": [[-4.162, 2.892, 3.100], [-3.310, 2.445, 2.020], [-3.805, 1.889, 0.866], [-4.989, 1.678, 0.624], [-2.625, 1.620, -0.055], [-2.736, 2.404, -1.363], [-2.846, 3.884, -1.096], [-4.104, 4.445, -0.847], [-4.222, 5.797, -0.527], [-3.079, 6.602, -0.470], [-1.825, 6.051, -0.750], [-1.713, 4.702, -1.103], [-1.485, 2.026, 0.768], [-0.214, 1.989, 0.317], [0.866, 2.423, 1.079], [2.148, 2.535, 0.549], [3.195, 3.196, 1.291], [4.089, 4.074, 0.632], [4.975, 4.844, 1.380], [5.041, 4.690, 2.775], [4.194, 3.779, 3.427], [3.278, 3.034, 2.689], [-1.861, 2.572, 2.078], [-1.262, 1.857, 3.255], [-1.286, 0.517, 3.369], [-0.668, -0.214, 4.465], [-0.950, -1.592, 4.633], [-0.401, -2.305, 5.693], [0.461, -1.663, 6.597], [0.760, -0.302, 6.437], [0.208, 0.419, 5.378], [-5.198, 2.647, 2.862], [-3.864, 2.405, 4.035], [-4.066, 3.977, 3.238], [-2.571, 0.533, -0.240], [-1.878, 2.168, -2.005], [-3.657, 2.055, -1.848], [-4.988, 3.804, -0.884], [-5.208, 6.212, -0.312], [-3.171, 7.659, -0.212], [-0.926, 6.667, -0.693], [-0.744, 4.270, -1.364], [-0.087, 1.641, -0.710], [0.698, 2.717, 2.118], [2.287, 2.399, -0.526], [3.985, 4.204, -0.445], [5.613, 5.570, 0.871], [5.755, 5.282, 3.354], [4.246, 3.659, 4.512], [2.579, 2.358, 3.192], [-1.583, 3.642, 2.132], [-0.872, 2.497, 4.052], [-1.839, -0.078, 2.631], [-1.623, -2.070, 3.916], [-0.640, -3.362, 5.817], [0.904, -2.225, 7.423], [1.428, 0.201, 7.139], [0.447, 1.478, 5.244], [1.033, -0.973, 0.390], [1.942, -0.141, -0.506], [3.191, 0.274, 0.093], [4.360, 0.561, -0.677], [4.295, 1.102, -1.993], [5.453, 1.478, -2.665], [6.710, 1.234, -2.095], [6.801, 0.605, -0.843], [5.648, 0.290, -0.131], [1.563, 0.215, -1.639], [1.030, -0.623, 1.437], [0.009, -0.978, -0.006], [1.420, -2.005, 0.367], [3.341, 0.056, 1.159], [3.321, 1.167, -2.477], [5.380, 1.944, -3.651], [7.620, 1.503, -2.640], [7.778, 0.352, -0.430], [5.700, -0.239, 0.822]],
  "atomic_forces_ev_per_a": [[0.268, 0.160, 0.178], [-0.507, -0.328, -0.624], [-0.660, 0.257, 0.571], [1.247, 0.143, 0.133], [0.232, -0.405, 0.354], [-0.310, -0.065, -0.099], [0.001, 0.244, -0.430], [0.074, 0.148, 0.188], [0.225, -0.081, -0.033], [0.004, -0.181, 0.025], [-0.111, -0.116, -0.096], [-0.206, 0.141, 0.357], [0.504, -0.197, -0.194], [-0.136, 0.696, 0.789], [-1.044, -0.281, -0.068], [0.433, -1.208, -1.265], [0.832, 0.382, 0.418], [-0.600, -0.213, 0.519], [0.055, -0.184, 0.270], [-0.116, -0.107, -0.182], [0.147, 0.060, -0.297], [0.010, 0.472, -0.120], [-0.477, 0.222, -0.463], [-0.180, -0.850, 0.313], [-0.240, 1.051, -0.216], [0.425, -0.725, 0.931], [0.092, 0.766, -0.087], [0.291, 0.191, 0.250], [-0.205, 0.055, -0.273], [-0.142, -0.139, -0.161], [-0.304, -0.459, -0.188], [0.181, -0.024, -0.042], [-0.128, 0.001, -0.108], [-0.060, -0.148, -0.074], [-0.082, 0.323, -0.115], [-0.239, 0.053, 0.097], [0.289, -0.013, -0.047], [0.252, 0.228, 0.041], [0.275, -0.037, -0.099], [0.060, -0.321, -0.059], [-0.269, -0.104, -0.102], [-0.231, 0.186, 0.154], [0.109, 0.032, 0.260], [0.067, -0.064, -0.433], [-0.124, 0.385, 0.256], [0.184, -0.076, 0.247], [-0.129, -0.257, 0.220], [-0.292, -0.204, -0.220], [0.022, 0.051, -0.356], [0.360, 0.145, -0.169], [-0.019, -0.216, -0.143], [0.074, -0.276, -0.338], [0.381, 0.212, 0.070], [0.226, 0.061, 0.268], [0.113, 0.326, -0.023], [-0.163, 0.191, -0.270], [-0.182, -0.196, -0.206], [0.009, -0.432, 0.127], [-0.027, -0.078, -0.113], [0.189, 0.793, 0.395], [-1.149, -0.076, 0.683], [1.187, 0.403, -0.676], [0.009, -0.092, 0.348], [0.337, -0.243, 0.237], [-0.038, -0.026, 0.039], [-0.193, 0.143, -0.192], [-0.470, 0.237, -0.479], [-0.099, -0.478, 0.603], [0.111, -0.090, -0.405], [0.204, 0.011, 0.049], [-0.199, 0.228, 0.146], [-0.023, -0.308, -0.536], [0.324, 0.211, 0.230], [0.041, -0.209, 0.278], [-0.320, -0.090, 0.218], [-0.242, 0.111, -0.101], [0.069, 0.275, -0.161]],
  "mulliken_charge": [-1.076, 0.497, 0.041, -0.691, 0.202, -1.581, 0.379, -0.223, -0.728, -0.446, -0.774, 0.033, 0.816, -1.075, -0.482, -0.966, 0.546, -0.288, -0.696, -0.380, -0.794, -0.371, -0.325, -1.368, 0.104, 0.777, -0.379, -0.601, -0.365, -0.750, -0.277, 0.382, 0.301, 0.355, 0.381, 0.586, 0.650, 0.412, 0.392, 0.378, 0.400, 0.410, 0.671, 0.539, 0.770, 0.359, 0.384, 0.371, 0.391, 0.612, 0.381, 0.568, 0.223, 0.379, 0.373, 0.360, 0.373, 0.171, -1.217, 0.901, -1.026, 1.101, -0.328, -0.730, -0.425, -0.524, -0.540, -0.746, 0.177, 0.259, 0.506, 0.373, 0.435, 0.369, 0.369, 0.367, 0.353],
  "homo_lumo_gap_ha": 0.2025,
  "e_lumo_ha": -0.031,
  "homo_ev": -6.345
}